{"formula": "C19H15NO3PdS", "method": "ωB97M-V/def2-TZVPD", "e_lumo_ev": 5.11, "homo_lumo_gap_ev": 4.3, "charge": -2, "molar_mass_g_mol": 443.82, "energy_ev": -41894.2165, "homo_ev": 0.77, "symbols": ["Pd", "O", "C", "C", "O", "O", "C", "C", "C", "C", "C", "C", "C", "C", "C", "C", "C", "C", "H", "H", "H", "H", "H", "H", "H", "H", "H", "H", "H", "S", "C", "C", "C", "C", "C", "N", "H", "H", "H", "H"], "positions_angstrom": [[8.70127, -9.63259, -7.05527], [8.39626, -11.69133, -5.28798], [9.56041, -12.49256, -5.15221], [10.87007, -11.74044, -5.62765], [11.91768, -12.28415, -5.27175], [10.68005, -10.68948, -6.34692], [9.53616, -12.82908, -3.67635], [10.56014, -13.57618, -3.10132], [10.52369, -13.88517, -1.75192], [9.46931, -13.44304, -0.95552], [8.46807, -12.65337, -1.51685], [8.48267, -12.34661, -2.86455], [9.37514, -13.71631, -6.08005], [10.34287, -14.73623, -6.10477], [10.18580, -15.82399, -6.95090], [9.08178, -15.89880, -7.80159], [8.15327, -14.86400, -7.82239], [8.30241, -13.75777, -7.00323], [8.56249, -10.92993, -5.92762], [11.41957, -13.84078, -3.70410], [11.31499, -14.47330, -1.29701], [9.44210, -13.68095, 0.10860], [7.66610, -12.27641, -0.88838], [7.70829, -11.73040, -3.32267], [11.22172, -14.63917, -5.47995], [10.92858, -16.61296, -6.97792], [8.96328, -16.77414, -8.44433], [7.28979, -14.90996, -8.47702], [7.60159, -12.93233, -7.04339], [6.79737, -9.18391, -8.35596], [6.10366, -8.63193, -6.87771], [4.71918, -8.43401, -6.66237], [4.26152, -8.02526, -5.42110], [5.21650, -7.80781, -4.40387], [6.57056, -8.02052, -4.68182], [7.01436, -8.43854, -5.86715], [4.05142, -8.61762, -7.49358], [3.19910, -7.86414, -5.23791], [4.91303, -7.50235, -3.39898], [7.34286, -7.80704, -3.93886]], "forces_ev_per_angstrom": [[1.5, 0.3, -1.1], [0.3, -0.6, 0.0], [-1.9, 0.8, -0.6], [-1.1, 1.7, -1.0], [0.7, 0.1, -0.1], [0.5, -1.8, 1.3], [0.2, -0.1, 0.3], [0.0, 0.1, 0.2], [-0.3, -0.1, 0.5], [0.1, 0.1, 0.1], [0.1, -0.2, 0.3], [0.4, -0.2, -0.5], [0.4, 0.0, -0.3], [-0.6, 0.2, -0.1], [-0.3, 0.1, -0.3], [0.1, -0.2, 0.1], [0.0, -0.1, -0.1], [0.7, 0.0, 0.9], [-0.1, -0.4, 0.2], [-0.2, 0.0, 0.1], [0.0, 0.0, -0.1], [0.0, 0.0, -0.2], [0.0, 0.0, 0.0], [0.3, -0.3, 0.2], [-0.1, -0.1, -0.1], [0.0, 0.0, 0.1], [0.0, 0.2, 0.1], [0.1, 0.0, -0.1], [0.1, 0.0, 0.1], [-0.6, 0.1, -0.1], [0.4, -0.1, 0.2], [0.0, 0.2, 0.3], [0.9, 0.0, 0.1], [-0.3, 0.0, 0.3], [-0.5, 0.0, -0.5], [-1.0, 0.6, 0.3], [-0.1, 0.0, 0.0], [0.2, -0.1, 0.0], [0.1, 0.0, -0.3], [-0.2, -0.2, 0.0]], "nbo_charge": [-0.0197, -0.7635, 0.0246, 0.7798, -0.7588, -0.7554, 0.1023, -0.2429, -0.2221, -0.2575, -0.2399, -0.2163, 0.1033, -0.2482, -0.2239, -0.2555, -0.2318, -0.2145, 0.4509, 0.2409, 0.1849, 0.1834, 0.1896, 0.2578, 0.2282, 0.1850, 0.1841, 0.1948, 0.2576, -0.3982, 0.0577, -0.3098, -0.1963, -0.3597, 0.0429, -0.5089, 0.2053, 0.1855, 0.1859, 0.1780]}